{
  "formula": "C18H19N3S",
  "method": "ωB97M-V with the def2-TZVPD basis set",
  "species": ["C", "C", "C", "C", "C", "C", "N", "C", "S", "N", "C", "C", "C", "C", "N", "C", "C", "C", "C", "C", "C", "C", "H", "H", "H", "H", "H", "H", "H", "H", "H", "H", "H", "H", "H", "H", "H", "H", "H", "H", "H"],
  "positions_angstrom": [[0.122882, -2.912354, -4.612261], [0.140143, -2.042418, -3.392654], [0.247132, -0.660432, -3.521017], [0.237087, 0.148426, -2.400647], [0.139974, -0.400711, -1.134570], [0.060966, -1.782783, -0.989196], [-0.063593, -2.390642, 0.264562], [0.474911, -2.032105, 1.462485], [-0.097996, -2.780662, 2.824757], [1.495057, -1.159364, 1.470369], [2.044120, -0.572725, 2.666396], [1.745968, 0.932057, 2.739846], [0.291795, 1.198789, 2.513686], [-0.760305, 0.655085, 3.193402], [-1.940737, 1.078177, 2.650531], [-1.678569, 1.903926, 1.598112], [-2.537186, 2.562869, 0.727470], [-1.973741, 3.336148, -0.263866], [-0.586758, 3.458986, -0.388055], [0.270380, 2.810479, 0.471087], [-0.269846, 2.012003, 1.481464], [0.046089, -2.590882, -2.124688], [-0.753777, -2.690085, -5.219632], [1.004976, -2.726908, -5.223182], [0.099723, -3.964924, -4.342770], [0.323174, -0.222385, -4.505090], [0.289938, 1.221976, -2.503112], [0.076999, 0.246876, -0.274596], [-0.627043, -3.229050, 0.306313], [1.789087, -0.766153, 0.587645], [1.588557, -1.091914, 3.511721], [3.125773, -0.743221, 2.687874], [2.328171, 1.458610, 1.980833], [2.061084, 1.298001, 3.719868], [-0.754059, -0.021330, 4.025848], [-2.853983, 0.795449, 2.961940], [-3.608734, 2.469284, 0.826398], [-2.612219, 3.860379, -0.959356], [-0.185768, 4.079973, -1.176175], [1.340755, 2.915405, 0.363333], [-0.040428, -3.661850, -2.005073]],
  "atomic_forces_ev_per_a": [[-0.014, 0.012, -0.012], [-0.044, 0.070, 0.060], [-0.006, -0.003, 0.018], [0.061, -0.014, -0.106], [-0.047, -0.126, 0.120], [0.145, 0.312, -0.369], [-0.123, -0.178, -0.089], [0.247, -0.142, -0.030], [-0.335, -0.437, 0.620], [-0.163, -0.018, -0.505], [0.244, 0.262, 0.271], [-0.139, -0.253, 0.048], [0.001, -0.040, 0.246], [0.381, 0.062, 0.056], [-0.376, -0.078, 0.148], [0.346, 0.267, -0.340], [-0.102, 0.007, -0.026], [-0.179, -0.011, -0.002], [0.175, 0.096, -0.151], [-0.006, -0.025, 0.023], [-0.450, 0.002, 0.119], [0.035, 0.088, 0.077], [-0.036, -0.044, -0.076], [0.037, -0.044, -0.070], [0.002, -0.082, -0.041], [0.010, 0.056, -0.120], [-0.005, 0.108, 0.000], [-0.034, 0.045, 0.090], [0.069, 0.209, 0.163], [-0.040, -0.068, 0.022], [0.154, 0.048, -0.123], [-0.098, -0.042, 0.070], [0.057, 0.065, 0.047], [0.139, 0.047, -0.067], [-0.011, -0.152, 0.102], [0.105, 0.015, -0.047], [-0.112, 0.011, -0.022], [-0.068, 0.034, -0.041], [0.042, 0.052, -0.054], [0.099, 0.025, -0.015], [0.038, -0.134, 0.005]],
  "nbo_charge": [-0.63, 0.00, -0.24, -0.17, -0.29, 0.14, -0.61, 0.31, -0.30, -0.59, -0.22, -0.42, -0.12, 0.00, -0.53, 0.20, -0.25, -0.22, -0.24, -0.20, -0.12, -0.21, 0.22, 0.22, 0.21, 0.21, 0.22, 0.24, 0.42, 0.40, 0.24, 0.20, 0.20, 0.22, 0.23, 0.41, 0.21, 0.21, 0.21, 0.21, 0.20],
  "e_homo_ev": -7.80,
  "lumo_ev": 0.77,
  "charge": 0
}



{
  "formula": "CH5O2P",
  "method": "ωB97M-V with the def2-TZVPD basis set",
  "species": ["C", "P", "O", "O", "H", "H", "H", "H", "H"],
  "positions_angstrom": [[-0.783570, 0.165770, -0.570114], [-0.054759, -1.438083, -0.282445], [1.623353, -0.120120, -0.011781], [3.059592, 0.196602, -0.023048], [-0.017435, 0.936999, -0.235177], [-1.648378, 0.301067, -0.003779], [-1.183645, 0.581696, -1.603104], [-0.657535, -1.574868, 0.903539], [3.620618, -0.109181, 0.764987]],
  "atomic_forces_ev_per_a": [[-0.076, 2.364, -2.500], [2.908, 0.657, -2.687], [-0.454, 0.657, 0.873], [0.371, -1.418, 0.192], [-0.540, -0.852, -0.150], [-1.330, 0.121, 1.496], [1.500, -1.535, 1.479], [-0.319, -0.030, 2.222], [-2.060, 0.037, -0.927]],
  "nbo_charge": [-1.04, 0.86, -0.54, -0.45, 0.32, 0.23, 0.26, -0.09, 0.45],
  "e_homo_ev": [-9.03, -9.04],
  "lumo_ev": [-0.95, -0.96],
  "charge": 0
}



{
  "formula": "C46H67InNO2P2SSi",
  "method": "ωB97M-V with the def2-TZVPD basis set",
  "species": ["In", "C", "Si", "C", "C", "C", "C", "C", "C", "P", "C", "C", "C", "C", "C", "C", "C", "C", "C", "C", "C", "C", "C", "C", "C", "C", "C", "C", "P", "C", "C", "C", "C", "C", "C", "C", "C", "C", "C", "C", "C", "H", "H", "H", "H", "H", "H", "H", "H", "H", "H", "H", "H", "H", "H", "H", "H", "H", "H", "H", "H", "H", "H", "H", "H", "H", "H", "H", "H", "H", "H", "H", "H", "H", "H", "H", "H", "H", "H", "H", "H", "H", "H", "H", "H", "H", "H", "H", "H", "H", "H", "H", "H", "H", "H", "H", "O", "N", "C", "C", "C", "C", "C", "S", "H", "H", "H", "H", "C", "C", "C", "O", "C", "H", "H", "H", "H", "H", "H", "H", "H"],
  "positions_angstrom": [[-0.033619, 1.809989, -1.735069], [3.607108, 0.519279, -1.919974], [1.857160, -0.041623, -1.482056], [1.441631, -1.346154, -2.801992], [2.372286, -1.619775, -3.810455], [2.096253, -2.508835, -4.837319], [0.871870, -3.156304, -4.874355], [-0.059050, -2.913255, -3.877968], [0.204170, -2.016377, -2.842508], [-0.983131, -1.638882, -1.493854], [-0.838008, -3.130146, -0.390198], [-0.651385, -4.514430, -1.012751], [-0.190364, -5.506896, 0.068406], [-0.840223, -5.222989, 1.434237], [-2.190333, -4.540367, 1.245865], [-1.985385, -3.143353, 0.647246], [-2.681888, -1.706955, -2.260160], [-2.766864, -0.696195, -3.411087], [-4.214617, -0.469904, -3.837880], [-4.880256, -1.785902, -4.229017], [-4.782826, -2.805230, -3.098176], [-3.331522, -3.034139, -2.672759], [1.997395, -0.959687, 0.185145], [2.622134, -2.210765, 0.105705], [2.730086, -3.050856, 1.201720], [2.188987, -2.651835, 2.414918], [1.588040, -1.408265, 2.521613], [1.502807, -0.536044, 1.433131], [0.659935, 1.104974, 1.514260], [-0.587779, 0.971778, 2.893126], [-0.201899, 0.768955, 4.389008], [-1.005985, -0.343031, 5.064275], [-2.503875, -0.159819, 4.842166], [-2.852329, -0.065247, 3.339543], [-1.607944, -0.086828, 2.455928], [1.861831, 2.437693, 2.048553], [2.344351, 2.589757, 3.493799], [3.439122, 1.596138, 3.862694], [4.634229, 1.765605, 2.929603], [4.214055, 1.605196, 1.471287], [3.064692, 2.545403, 1.101574], [4.295268, -0.328424, -1.844250], [3.660897, 0.920168, -2.932982], [3.955236, 1.296715, -1.247202], [3.334395, -1.122763, -3.802923], [2.835089, -2.693753, -5.607432], [0.642869, -3.851617, -5.672420], [-1.003268, -3.437221, -3.907634], [0.088517, -2.912796, 0.152154], [-1.586736, -4.857179, -1.461790], [0.087331, -4.485079, -1.813608], [-0.428688, -6.523725, -0.254204], [0.897354, -5.455910, 0.164973], [-0.942383, -6.147329, 2.005877], [-0.195981, -4.560809, 2.021984], [-2.813594, -5.150479, 0.583856], [-2.729059, -4.461519, 2.192634], [-2.921698, -2.786738, 0.213841], [-1.736288, -2.446089, 1.446308], [-3.295625, -1.295310, -1.445338], [-2.307798, 0.254009, -3.122054], [-2.189469, -1.065678, -4.264165], [-4.764563, -0.014592, -3.007028], [-4.252145, 0.237817, -4.669310], [-5.925406, -1.619830, -4.500542], [-4.382278, -2.188774, -5.118614], [-5.351430, -2.440919, -2.234705], [-5.236324, -3.753078, -3.398888], [-3.304773, -3.751199, -1.851750], [-2.788885, -3.489304, -3.504903], [3.005860, -2.550165, -0.851940], [3.211314, -4.016519, 1.104909], [2.238992, -3.303000, 3.279181], [1.179756, -1.119789, 3.479002], [-1.095138, 1.942990, 2.818740], [0.860688, 0.573708, 4.517262], [-0.397473, 1.700222, 4.929077], [-0.695005, -1.320399, 4.682772], [-0.783575, -0.348383, 6.133946], [-3.047202, -0.983089, 5.309497], [-2.823545, 0.750363, 5.358011], [-3.519982, -0.879053, 3.046958], [-3.395262, 0.862314, 3.144587], [-1.128764, -1.065814, 2.516074], [-1.883681, 0.059934, 1.408201], [1.230635, 3.307928, 1.831459], [2.766653, 3.600435, 3.580863], [1.515224, 2.551511, 4.194220], [3.742392, 1.744844, 4.902332], [3.063054, 0.572093, 3.780082], [5.062810, 2.763761, 3.078870], [5.416497, 1.043971, 3.175782], [5.066391, 1.804083, 0.816380], [3.923050, 0.566996, 1.297653], [3.436726, 3.576505, 1.159938], [2.747737, 2.401018, 0.066063], [-0.265476, 3.708896, -0.489988], [-1.225178, 3.773318, 0.418097], [-1.066281, 4.702606, 1.391860], [-1.998341, 4.894793, 2.370890], [-3.151279, 4.105816, 2.351776], [-3.297130, 3.169581, 1.364143], [-2.320315, 2.974750, 0.366856], [-2.515446, 1.799097, -0.855014], [-0.154384, 5.272273, 1.301385], [-1.829481, 5.648688, 3.125156], [-3.917851, 4.230301, 3.104885], [-4.171844, 2.537813, 1.311298], [1.636676, 5.701469, -2.580571], [2.212441, 5.185735, -3.899927], [2.426792, 3.697356, -3.609855], [2.449655, 3.553832, -2.183234], [2.392724, 4.846353, -1.580275], [0.569497, 5.482600, -2.508040], [1.791115, 6.770101, -2.433581], [3.165818, 5.675993, -4.106198], [1.556571, 5.347960, -4.753857], [3.363638, 3.318226, -4.025421], [1.604850, 3.085929, -3.993859], [3.409882, 5.227592, -1.418961], [1.885770, 4.739184, -0.623593]],
  "atomic_forces_ev_per_a": [[0.077, 0.039, -0.018], [-0.041, -0.019, 0.032], [0.006, 0.089, 0.049], [-0.018, -0.020, 0.000], [0.009, 0.011, 0.003], [0.025, -0.007, -0.023], [0.001, -0.006, -0.022], [-0.020, -0.001, -0.004], [0.014, 0.017, 0.035], [-0.012, 0.015, -0.088], [-0.036, 0.037, -0.006], [0.006, -0.021, 0.023], [-0.002, -0.007, 0.004], [-0.012, -0.006, -0.010], [0.013, -0.011, -0.013], [0.021, -0.029, -0.004], [0.040, -0.027, 0.037], [0.030, 0.028, 0.021], [0.012, -0.010, -0.016], [-0.013, 0.002, 0.003], [-0.001, -0.004, -0.007], [-0.053, 0.021, 0.074], [-0.010, -0.040, -0.082], [0.020, 0.002, -0.006], [0.006, -0.005, -0.003], [0.018, -0.022, -0.005], [-0.003, 0.051, 0.044], [-0.040, 0.056, 0.011], [0.036, -0.084, 0.051], [-0.017, 0.037, -0.025], [0.005, -0.006, -0.024], [0.005, 0.001, 0.007], [-0.009, -0.013, 0.010], [0.028, 0.016, -0.012], [-0.004, 0.030, 0.047], [-0.046, 0.056, -0.009], [0.010, 0.005, -0.008], [0.010, 0.014, 0.009], [0.002, -0.009, 0.004], [-0.005, 0.005, -0.046], [0.040, -0.020, 0.001], [0.011, 0.006, -0.011], [-0.033, 0.014, -0.019], [0.030, 0.055, 0.042], [-0.020, -0.019, -0.006], [0.001, 0.002, 0.000], [-0.001, -0.003, 0.003], [0.078, 0.001, -0.008], [0.010, -0.004, 0.026], [0.042, -0.005, 0.000], [-0.007, 0.009, -0.003], [0.005, -0.001, 0.003], [-0.003, -0.002, -0.004], [0.004, 0.001, 0.000], [0.003, 0.003, 0.005], [-0.005, 0.000, 0.007], [-0.002, 0.000, 0.001], [-0.055, -0.016, -0.037], [-0.038, -0.073, -0.076], [-0.007, 0.010, -0.016], [-0.009, -0.020, -0.019], [0.031, -0.033, -0.020], [0.004, 0.010, 0.002], [-0.001, 0.005, 0.007], [0.002, 0.000, -0.004], [-0.002, -0.002, -0.002], [-0.006, -0.003, -0.005], [-0.003, 0.002, 0.006], [0.005, 0.011, 0.029], [-0.087, 0.026, 0.018], [0.007, -0.001, 0.008], [0.003, 0.002, 0.001], [-0.003, 0.001, 0.001], [0.013, 0.028, 0.013], [0.012, 0.007, -0.033], [0.042, -0.013, -0.012], [0.002, -0.001, -0.002], [-0.004, -0.003, 0.002], [0.008, -0.008, -0.002], [-0.016, 0.016, 0.009], [0.012, 0.001, 0.001], [0.016, -0.013, -0.009], [-0.032, 0.006, -0.016], [0.002, 0.054, 0.005], [0.000, 0.005, 0.000], [-0.050, 0.016, 0.003], [-0.005, -0.001, -0.002], [-0.044, -0.002, 0.030], [-0.002, -0.015, -0.003], [-0.017, -0.022, 0.003], [0.001, -0.001, 0.003], [0.008, 0.008, -0.006], [-0.006, -0.014, -0.018], [-0.012, -0.020, -0.011], [-0.001, -0.009, 0.004], [0.011, -0.023, -0.001], [0.089, -0.139, -0.105], [0.127, 0.203, 0.118], [0.028, 0.052, 0.033], [0.051, 0.016, -0.012], [-0.038, -0.031, 0.005], [-0.033, -0.011, 0.038], [-0.224, -0.141, -0.016], [-0.014, -0.078, 0.007], [0.018, -0.015, -0.005], [0.008, 0.004, -0.006], [0.000, -0.004, -0.002], [-0.005, -0.002, 0.007], [0.011, 0.009, -0.001], [0.019, -0.001, 0.004], [0.011, 0.002, -0.043], [-0.054, -0.061, 0.052], [-0.009, 0.045, 0.005], [0.010, -0.004, 0.014], [0.002, 0.004, 0.001], [-0.004, 0.001, -0.015], [-0.009, -0.004, 0.004], [0.008, 0.016, 0.007], [0.020, -0.007, 0.007], [-0.005, 0.000, -0.007], [0.014, 0.011, -0.012]],
  "lowdin_spin": [0.42, 0.02, 0.18, 0.02, 0.00, 0.00, 0.00, 0.00, 0.00, 0.00, 0.00, 0.00, 0.00, 0.00, 0.00, 0.00, 0.00, 0.01, 0.00, 0.00, 0.00, 0.00, 0.04, 0.01, 0.00, 0.00, 0.00, 0.00, 0.01, 0.00, 0.00, 0.00, 0.00, 0.00, 0.00, 0.00, 0.00, 0.00, 0.00, 0.00, 0.00, 0.00, 0.00, 0.00, 0.00, 0.00, 0.00, 0.00, 0.00, 0.00, 0.00, 0.00, 0.00, 0.00, 0.00, 0.00, 0.00, 0.00, 0.00, 0.00, 0.01, 0.00, 0.00, 0.00, 0.00, 0.00, 0.00, 0.00, 0.00, 0.00, 0.00, 0.00, 0.00, 0.00, 0.00, 0.00, 0.00, 0.00, 0.00, 0.00, 0.00, 0.00, 0.00, 0.00, 0.00, 0.00, 0.00, 0.00, 0.00, 0.00, 0.00, 0.00, 0.00, 0.00, 0.00, 0.00, 0.05, 0.00, 0.00, 0.00, 0.00, 0.00, 0.01, 0.10, 0.00, 0.00, 0.00, 0.00, 0.00, 0.00, 0.02, 0.02, 0.00, 0.00, 0.00, 0.00, 0.00, 0.00, 0.03, 0.00, 0.00],
  "e_homo_ev": [-5.37, -7.43],
  "lumo_ev": [0.46, -0.04],
  "charge": 0,
  "spin_multiplicity": 2
}